1.
This record from the OMol25 dataset describes a cluster of 10 separate species, C48H114N14O10 in total in a non-equilibrium geometry. The level of theory is wB97M-V/def2-TZVPD.

Values from the calculation:
E_HOMO   -7.7 eV
Spin multiplicity   1
Energy above the lowest of the compared OMol25 structures with the same formula, charge and spin   132.57 kcal per mole
Frontier orbital gap   7.96 eV
E   -3416.00613 a.u.

Last column: Löwdin charge in e.
Cartesian coordinates (Å):
C1 -17.01 19.00 -0.86  -0.018
C2 -15.74 19.11 -1.78  -0.445
C3 -16.23 19.28 -3.21  -0.152
C4 -15.23 19.86 -4.20  -0.159
C5 -14.86 21.25 -3.65  -0.121
C6 -14.20 21.15 -2.21  -0.469
N1 -15.09 20.39 -1.28  -0.070
O1 -14.52 20.27 0.04  -0.038
C7 -12.84 20.56 -2.45  -0.042
C8 -14.14 22.56 -1.63  -0.033
C9 -14.87 17.82 -1.75  -0.016
H1 -17.58 19.92 -0.96  0.047
H2 -16.71 18.96 0.18  0.055
H3 -17.67 18.17 -1.09  0.084
H4 -16.46 18.29 -3.61  0.126
H5 -17.15 19.86 -3.33  0.105
H6 -15.76 19.89 -5.15  0.115
H7 -14.29 19.31 -4.20  0.098
H8 -15.71 21.93 -3.65  0.087
H9 -14.17 21.76 -4.32  0.107
H10 -12.30 20.58 -1.50  0.074
H11 -12.90 19.48 -2.57  0.070
H12 -12.12 21.08 -3.08  0.085
H13 -15.10 23.07 -1.66  0.055
H14 -13.82 22.62 -0.59  0.086
H15 -13.40 23.15 -2.17  0.078
H16 -15.53 16.95 -1.74  0.090
H17 -14.25 17.87 -0.85  0.072
H18 -14.13 17.67 -2.53  0.070
H19 -13.69 19.82 -0.17  0.051
C10 -10.42 17.41 -0.99  -0.027
C11 -8.93 17.36 -1.25  -0.501
C12 -8.60 16.26 -2.24  -0.151
C13 -8.94 16.61 -3.69  -0.174
C14 -8.16 17.83 -4.15  -0.133
C15 -8.31 19.04 -3.17  -0.447
N2 -8.27 18.60 -1.76  -0.124
O2 -8.57 19.63 -0.91  -0.017
C16 -7.09 19.98 -3.45  -0.018
C17 -9.69 19.73 -3.49  -0.013
C18 -8.24 16.98 0.09  -0.033
H20 -10.75 16.49 -0.49  0.099
H21 -10.96 17.55 -1.92  0.061
H22 -10.71 18.30 -0.44  0.071
H23 -7.55 15.96 -2.23  0.124
H24 -9.20 15.38 -2.00  0.120
H25 -10.02 16.77 -3.69  0.103
H26 -8.75 15.71 -4.27  0.113
H27 -8.49 18.07 -5.16  0.105
H28 -7.09 17.66 -4.26  0.115
H29 -6.20 19.54 -3.00  0.084
H30 -6.86 20.19 -4.50  0.079
H31 -7.40 20.90 -2.95  0.073
H32 -9.81 20.68 -2.98  0.066
H33 -9.75 19.92 -4.56  0.054
H34 -10.59 19.18 -3.21  0.057
H35 -8.34 15.91 0.26  0.085
H36 -8.69 17.41 0.99  0.057
H37 -7.18 17.23 0.07  0.089
H38 -7.95 19.41 -0.21  0.093
C19 -21.04 25.01 -7.34  -0.040
C20 -19.51 24.88 -7.27  -0.538
C21 -19.23 23.69 -6.31  -0.101
C22 -17.76 23.17 -6.34  -0.162
C23 -17.31 22.86 -7.78  -0.113
C24 -17.54 24.01 -8.84  -0.467
N3 -18.90 24.61 -8.57  -0.132
O3 -19.46 25.28 -9.59  -0.004
C25 -16.41 24.90 -8.78  -0.063
C26 -17.55 23.29 -10.26  -0.022
C27 -19.04 26.17 -6.71  -0.049
H39 -21.51 25.14 -6.36  0.092
H40 -21.36 24.20 -8.00  0.088
H41 -21.35 25.96 -7.78  0.082
H42 -19.62 23.95 -5.33  0.096
H43 -19.80 22.88 -6.77  0.118
H44 -17.52 22.45 -5.56  0.095
H45 -17.10 23.96 -5.99  0.088
H46 -17.79 21.96 -8.17  0.112
H47 -16.24 22.71 -7.67  0.089
H48 -16.30 25.35 -7.80  0.084
H49 -15.46 24.40 -8.93  0.074
H50 -16.46 25.66 -9.56  0.102
H51 -18.16 22.40 -10.38  0.080
H52 -17.84 23.98 -11.05  0.070
H53 -16.54 23.14 -10.65  0.076
H54 -17.98 25.98 -6.54  0.066
H55 -19.48 26.55 -5.79  0.088
H56 -19.07 27.01 -7.40  0.093
H57 -20.28 24.81 -9.73  0.100
C28 -13.28 21.61 -8.06  0.016
C29 -11.93 22.34 -8.40  -0.542
C30 -11.30 22.88 -7.14  -0.147
C31 -10.62 21.82 -6.27  -0.181
C32 -9.50 21.13 -7.11  -0.150
C33 -10.05 20.59 -8.44  -0.443
N4 -10.99 21.54 -9.09  -0.090
O4 -11.48 21.05 -10.35  0.011
C34 -8.83 20.29 -9.35  -0.030
C35 -10.77 19.24 -7.96  -0.019
C36 -12.18 23.64 -9.09  -0.058
H58 -13.58 20.79 -8.71  0.078
H59 -14.08 22.35 -8.09  0.059
H60 -13.13 21.16 -7.07  0.064
H61 -10.62 23.74 -7.23  0.130
H62 -12.04 23.09 -6.36  0.120
H63 -11.28 21.02 -5.93  0.080
H64 -10.19 22.27 -5.38  0.109
H65 -8.95 20.33 -6.61  0.093
H66 -8.71 21.85 -7.32  0.116
H67 -8.07 19.71 -8.83  0.081
H68 -9.07 19.92 -10.35  0.075
H69 -8.29 21.18 -9.66  0.079
H70 -11.54 19.36 -7.19  0.066
H71 -11.23 18.74 -8.81  0.069
H72 -10.07 18.47 -7.63  0.073
H73 -11.24 24.16 -9.27  0.088
H74 -12.66 24.36 -8.43  0.089
H75 -12.65 23.48 -10.06  0.091
H76 -12.14 20.42 -10.06  0.067
C37 -19.89 23.69 -1.29  -0.067
C38 -18.91 23.44 -2.35  -0.445
C39 -17.83 24.51 -2.42  -0.161
O5 -17.21 24.66 -1.12  -0.252
C40 -16.02 25.61 -0.93  -0.007
N5 -18.45 22.06 -2.26  0.076
H77 -20.65 22.92 -1.19  0.086
H78 -20.37 24.65 -1.50  0.093
H79 -19.48 23.69 -0.28  0.066
H80 -19.50 23.59 -3.25  0.113
H81 -18.31 25.47 -2.62  0.128
H82 -17.12 24.24 -3.21  0.116
H83 -15.81 25.46 0.13  0.082
H84 -16.23 26.67 -1.06  0.084
H85 -15.10 25.27 -1.40  0.063
H86 -18.57 21.73 -1.31  0.047
H87 -17.45 22.18 -2.32  0.046
C41 -10.12 27.00 -1.35  -0.071
C42 -11.15 26.59 -0.27  -0.406
C43 -11.51 25.06 -0.29  -0.194
O6 -10.32 24.30 -0.13  -0.169
C44 -10.52 22.98 -0.54  -0.124
N6 -10.56 27.02 1.00  0.021
H88 -9.20 26.42 -1.33  0.069
H89 -9.88 28.07 -1.36  0.075
H90 -10.46 26.62 -2.31  0.068
H91 -12.03 27.22 -0.39  0.127
H92 -12.02 24.81 -1.22  0.105
H93 -12.13 25.00 0.61  0.120
H94 -9.58 22.44 -0.47  0.086
H95 -10.62 22.83 -1.62  0.073
H96 -11.36 22.49 -0.06  0.066
H97 -9.74 26.47 1.22  0.068
H98 -11.16 26.78 1.77  0.061
C45 -17.76 22.07 1.56  -0.757
O7 -18.91 22.41 1.79  0.024
N7 -16.99 22.63 0.66  0.177
N8 -17.02 21.19 2.15  0.168
H99 -16.41 21.94 0.20  0.072
H100 -17.25 23.39 0.04  0.054
H101 -16.06 21.11 1.86  0.100
H102 -17.37 20.61 2.90  0.097
C46 -15.97 17.14 3.69  -0.785
O8 -14.79 16.94 3.50  0.040
N9 -16.83 16.34 4.25  0.166
N10 -16.58 18.23 3.30  0.160
H103 -17.68 16.79 4.56  0.108
H104 -16.58 15.45 4.67  0.124
H105 -17.54 18.41 3.54  0.110
H106 -16.09 18.85 2.67  0.089
C47 -20.45 18.53 -2.46  -0.759
O9 -20.03 18.14 -3.56  0.006
N11 -21.19 17.92 -1.67  0.175
N12 -20.25 19.85 -2.07  0.136
H107 -21.31 16.92 -1.74  0.135
H108 -21.60 18.50 -0.94  0.121
H109 -19.65 20.39 -2.68  0.055
H110 -20.52 20.15 -1.14  0.087
C48 -11.35 19.63 2.07  -0.760
O10 -11.72 20.48 1.28  0.028
N13 -10.15 19.27 2.46  0.167
N14 -12.20 18.90 2.73  0.178
H111 -10.08 18.66 3.26  0.116
H112 -9.43 19.64 1.86  0.112
H113 -11.72 18.24 3.33  0.108
H114 -13.18 18.94 2.51  0.106

***

2.
This record from the OMol25 dataset describes a structure of composition C17H23Cl3N7O3S2Ti. The level of theory is wB97M-V/def2-TZVPD.

Values from the calculation:
E_HOMO (spin up / spin down)   -13.9 / -14.2 eV
Spin multiplicity   2
⟨S²⟩   0.7535
Net charge   +2
Energy above the lowest of the compared OMol25 structures with the same formula, charge and spin   7.26 kcal per mole
Frontier orbital gap (spin up / spin down)   8.22 / 8.63 eV
E   -4296.57052 a.u.

Last column: Löwdin spin population.
Cartesian coordinates (Å):
Ti1 -0.57 1.03 0.01  0.919
O1 -2.25 0.80 0.94  -0.012
N1 -2.61 -0.32 1.47  0.021
N2 -1.71 -1.18 1.30  0.010
O2 -0.63 -0.83 0.63  -0.002
C1 -1.87 -2.56 1.75  0.000
C2 -2.99 -2.91 2.47  0.001
C3 -3.11 -4.22 2.89  0.000
C4 -2.12 -5.15 2.58  0.002
C5 -1.01 -4.77 1.85  0.000
C6 -0.86 -3.46 1.43  0.002
H1 -3.76 -2.18 2.71  0.000
H2 -3.98 -4.52 3.45  0.000
H3 -2.23 -6.18 2.91  0.000
H4 -0.24 -5.50 1.61  0.000
H5 -0.01 -3.15 0.84  0.000
C7 -3.16 1.41 -3.80  0.000
S1 -1.74 2.08 -2.94  0.004
C8 -0.47 1.85 -4.15  0.001
O3 -1.43 1.01 -1.87  0.022
H6 -2.94 1.29 -4.85  0.000
H7 -4.01 2.07 -3.66  0.000
H8 -3.36 0.44 -3.34  0.000
H9 -0.70 2.48 -5.01  0.000
H10 -0.44 0.79 -4.43  0.000
H11 0.47 2.16 -3.71  0.000
C9 3.00 -1.53 2.34  0.000
N3 2.00 -0.51 2.06  0.000
C10 1.95 0.73 2.50  0.004
N4 2.92 1.22 3.27  0.000
S2 0.63 1.79 2.13  0.000
H12 2.52 -2.42 2.73  0.000
H13 3.72 -1.20 3.08  0.000
H14 3.55 -1.78 1.43  0.000
H15 1.18 -0.81 1.55  0.001
H16 3.69 0.67 3.60  0.000
H17 2.84 2.17 3.59  0.000
N5 0.72 -1.39 -2.01  0.003
C11 1.68 -0.47 -1.73  0.002
C12 3.00 -0.68 -2.19  0.000
C13 3.95 0.27 -1.95  0.001
C14 3.60 1.44 -1.25  0.000
C15 2.32 1.56 -0.82  0.003
N6 1.35 0.62 -1.02  0.003
H18 0.98 -2.24 -2.48  0.000
H19 -0.22 -1.30 -1.67  0.001
H20 3.23 -1.58 -2.74  0.000
H21 4.96 0.12 -2.30  0.000
H22 4.32 2.23 -1.06  0.000
H23 2.01 2.44 -0.27  0.000
Cl1 -3.47 4.88 1.62  0.001
C16 -2.27 5.37 0.45  0.001
Cl2 -3.00 5.91 -1.06  0.001
Cl3 -1.16 6.57 1.10  0.000
C17 -1.45 4.16 0.13  0.011
N7 -0.80 3.26 -0.12  0.002

***

3.
This record from the OMol25 dataset describes a cluster of 2 separate species, C5H16N2O in total in a non-equilibrium geometry. The level of theory is wB97M-V/def2-TZVPD.

Values from the calculation:
E_HOMO (spin up / spin down)   -13.1 / -12.6 eV
Spin multiplicity   2
⟨S²⟩   0.7558
Net charge   +1
Energy above the lowest of the compared OMol25 structures with the same formula, charge and spin   64.73 kcal per mole
Frontier orbital gap (spin up / spin down)   9.92 / 4.67 eV
E   -384.44013 a.u.

Last column: Löwdin spin population.
Cartesian coordinates (Å):
C1 -1.41 -0.55 0.30  0.098
N1 0.00 -0.76 0.51  0.625
C2 0.98 0.02 -0.37  0.044
C3 1.91 -0.93 -1.06  0.036
C4 2.38 -0.39 -2.44  0.012
N2 2.35 1.15 -2.38  0.068
C5 -2.40 -0.87 1.55  0.003
H1 -1.63 -1.07 -0.61  0.028
H2 -1.79 0.47 -0.03  0.052
H3 0.18 -0.56 1.61  0.013
H4 0.44 0.62 -1.08  0.004
H5 1.63 0.68 0.13  0.013
H6 2.87 -0.88 -0.26  -0.001
H7 1.44 -2.05 -1.21  -0.001
H8 3.39 -0.88 -2.73  0.002
H9 1.65 -0.71 -3.20  0.001
H10 3.15 1.63 -2.73  0.002
H11 1.49 1.64 -2.40  0.000
H12 -3.32 -0.42 1.41  0.000
H13 -2.42 -1.95 1.97  0.002
H14 -1.96 -0.34 2.44  -0.001
H15 -2.83 1.76 4.21  0.000
H16 -2.74 2.44 2.94  0.000
O1 -3.35 1.97 3.43  0.000

***

4.
This record from the OMol25 dataset describes a cluster of 2 separate species, C19H22O2S2 in total in a non-equilibrium geometry. The level of theory is wB97M-V/def2-TZVPD.

Values from the calculation:
E_HOMO   -6.4 eV
Spin multiplicity   1
Frontier orbital gap   3.97 eV
E   -1683.94687 a.u.

Last column: Löwdin charge in e.
Cartesian coordinates (Å):
C1 3.54 2.20 0.53  -0.062
C2 2.88 0.99 1.18  -0.493
C3 2.94 -0.19 0.26  -0.078
O1 1.50 1.41 1.39  -0.230
C4 0.70 0.80 2.33  -1.350
S1 -0.82 1.45 2.43  0.657
S2 1.38 -0.43 3.24  0.559
H1 4.57 1.98 0.24  0.076
H2 2.99 2.49 -0.37  0.086
H3 3.58 3.06 1.20  0.079
H4 3.38 0.75 2.13  0.101
H5 3.97 -0.32 -0.08  0.080
H6 2.62 -1.10 0.77  0.050
H7 2.28 -0.02 -0.61  0.093
C5 -6.57 7.31 6.57  -0.048
O2 -5.66 6.28 7.04  -0.071
C6 -5.26 5.34 6.14  -0.237
C7 -4.24 4.45 6.57  0.013
C8 -3.67 3.56 5.69  0.008
C9 -4.14 3.45 4.33  -0.185
C10 -3.56 2.48 3.46  0.037
C11 -3.74 2.44 2.05  -0.261
C12 -3.57 1.21 1.37  -0.079
C13 -3.78 1.11 0.01  -0.026
C14 -4.19 2.22 -0.75  -0.239
C15 -4.42 2.06 -2.22  -0.043
C16 -4.36 3.46 -0.10  -0.020
C17 -4.08 3.59 1.26  -0.005
C18 -5.26 4.27 3.97  -0.008
C19 -5.79 5.21 4.83  -0.001
H8 -6.71 7.94 7.44  0.095
H9 -6.12 7.89 5.75  0.101
H10 -7.53 6.88 6.24  0.094
H11 -3.93 4.52 7.61  0.128
H12 -2.86 2.91 6.02  0.131
H13 -3.06 1.65 3.97  0.097
H14 -3.25 0.32 1.91  0.097
H15 -3.61 0.17 -0.50  0.125
H16 -5.07 2.86 -2.60  0.079
H17 -3.48 2.09 -2.79  0.100
H18 -4.93 1.11 -2.42  0.087
H19 -4.67 4.32 -0.68  0.118
H20 -4.12 4.57 1.72  0.117
H21 -5.72 4.15 2.99  0.113
H22 -6.64 5.83 4.52  0.112